(1)
DFT (ωB97M-V/def2-TZVPD) results for an isolated ion of composition C3H8N3O and charge +1.

Summary:
Calculated total energy, a.u.: -358.1704

ORCA input file:
```
! wB97M-V def2-TZVPD RIJCOSX def2/J DEFGRID3
* xyz 1 1
C 1.250 0.160 0.099
C 2.153 -0.789 0.409
C -1.115 0.493 -0.192
N 0.035 -0.175 0.230
N -1.071 1.804 -0.674
N 0.674 -2.392 0.711
O 1.930 -2.071 0.702
H 1.719 1.026 -0.215
H 3.217 -0.476 0.439
H -1.681 0.489 0.759
H -1.678 -0.190 -0.983
H -0.190 2.277 -1.038
H 0.433 -3.342 0.819
H 0.012 -1.613 1.018
H -1.788 2.047 -1.285
*
```

---

(2)
DFT (ωB97M-V/def2-TZVPD) results for a 2-piece molecular cluster, C3H8N3O overall.

Summary:
Calculated total energy, a.u.: -358.2192

ORCA input file:
```
! wB97M-V def2-TZVPD RIJCOSX def2/J DEFGRID3
* xyz 1 1
C 0.632 0.040 0.384
C 1.748 -0.428 0.704
C 0.574 1.427 -0.369
N -1.887 -0.803 -0.055
N 2.873 -0.751 1.140
N -1.948 0.332 -0.991
O 1.186 1.798 -1.269
H -0.396 -0.611 0.266
H -0.342 2.042 -0.053
H -2.457 -1.588 -0.373
H 3.288 -0.393 2.073
H 3.439 -1.367 0.656
H -2.981 0.482 -1.134
H -1.419 0.195 -1.763
H -2.309 -0.376 0.784
*
```

---

(3)
DFT (ωB97M-V/def2-TZVPD) results for an isolated ion of composition C3H8N3O and charge +1.

Summary:
Calculated total energy, a.u.: -358.2626

ORCA input file:
```
! wB97M-V def2-TZVPD RIJCOSX def2/J DEFGRID3
* xyz 1 1
H -2.139 2.619 0.397
N -1.496 1.926 0.776
N -0.824 1.405 -0.094
C -0.059 0.153 0.104
N -0.754 -0.946 0.394
C -0.596 -2.396 0.206
O 1.108 0.173 -0.337
C 1.845 1.374 -0.562
H -1.721 -0.769 0.568
H 0.108 -2.540 -0.532
H -1.514 -2.801 -0.187
H -0.239 -2.927 1.222
H 1.269 2.234 -0.358
H 2.255 1.172 -1.658
H 2.757 1.322 0.061
*
```

---

(4)
DFT (ωB97M-V/def2-TZVPD) results for a 2-piece molecular cluster, C3H8N3O2 overall.

Summary:
Calculated total energy, a.u.: -433.4479

ORCA input file:
```
! wB97M-V def2-TZVPD RIJCOSX def2/J DEFGRID3
* xyz 1 1
C -0.754 0.448 0.175
C 0.396 -1.816 -0.442
C 0.092 -0.363 -0.667
N -1.133 0.362 1.451
N -1.115 1.670 -0.314
N 1.943 0.457 -0.101
O 1.896 1.627 -0.266
O 2.584 -0.453 0.349
H 1.323 -1.980 0.042
H -0.342 -2.279 0.094
H 0.439 -2.351 -1.379
H 0.087 -0.004 -1.586
H -0.898 -0.438 2.000
H -1.670 1.227 1.867
H -0.856 1.911 -1.283
H -1.992 1.983 0.060
*
```

---

(5)
DFT (ωB97M-V/def2-TZVPD) results for a 2-piece molecular cluster, C3H8N3S overall.

Summary:
Calculated total energy, a.u.: -681.2409

ORCA input file:
```
! wB97M-V def2-TZVPD RIJCOSX def2/J DEFGRID3
* xyz 1 1
C 0.894 1.550 -0.236
C -2.122 0.310 -0.149
C -0.833 -1.826 -0.484
N 2.017 2.270 0.148
N -1.974 -0.954 -0.435
N 0.085 0.901 0.566
S -3.140 1.497 -0.005
H 0.745 1.406 -1.311
H -0.895 -2.719 -1.055
H 0.072 -1.239 -0.755
H -0.615 -2.217 0.488
H 2.970 2.366 -0.196
H 2.059 2.556 1.073
H -2.866 -1.400 -0.275
H 0.265 1.004 1.507
*
```

---

(6)
DFT (ωB97M-V/def2-TZVPD) results for an isolated ion of composition C3H8N3S2 and charge +1.

Summary:
Calculated total energy, a.u.: -1079.4104

ORCA input file:
```
! wB97M-V def2-TZVPD RIJCOSX def2/J DEFGRID3
* xyz 1 1
C 0.990 0.094 1.410
N 0.195 0.439 0.208
N -0.590 1.506 0.660
C -1.829 1.310 1.117
S -2.863 2.458 1.661
S -2.331 -0.428 0.607
C -0.747 -0.681 -0.215
N -0.901 -0.365 -1.681
H 1.647 0.905 1.774
H 0.565 -0.344 2.287
H 1.603 -0.637 0.946
H -0.398 2.453 0.445
H -0.260 -1.525 -0.035
H -1.036 0.633 -1.934
H -1.763 -0.708 -2.032
H -0.334 -0.848 -2.436
*
```

---

(7)
DFT (ωB97M-V/def2-TZVPD) results for one molecule with the formula C3H8N4.

Summary:
Calculated total energy, a.u.: -338.0280

ORCA input file:
```
! wB97M-V def2-TZVPD RIJCOSX def2/J DEFGRID3
* xyz 0 1
H -0.648 -1.297 0.107
N -1.529 -1.341 -0.406
C -1.482 -0.377 -1.248
N -0.348 0.360 -1.625
C 0.683 0.498 -0.714
C 0.248 1.064 0.662
N 0.545 0.451 1.729
N 1.486 -0.609 1.618
H -2.561 -0.099 -1.768
H -0.558 0.978 -2.376
H 1.501 1.075 -1.240
H 1.034 -0.489 -0.252
H -0.613 1.766 0.743
H 2.179 -0.242 0.852
H 1.898 -0.821 2.522
*
```

---

(8)
DFT (ωB97M-V/def2-TZVPD) results for one molecule with the formula C3H8N4.

Summary:
Calculated total energy, a.u.: -338.0453

ORCA input file:
```
! wB97M-V def2-TZVPD RIJCOSX def2/J DEFGRID3
* xyz 0 1
C 0.581 -1.789 0.924
N -0.410 -0.717 1.155
H -1.355 -1.054 0.972
H -0.246 0.152 2.061
H 0.546 -2.112 -0.115
H 0.371 -2.626 1.589
H 1.570 -1.392 1.153
C -0.206 0.760 -0.964
N 0.181 1.996 -1.396
N -0.582 -0.257 -1.651
C -0.153 0.638 0.519
N 0.025 1.468 1.432
H 0.290 2.709 -0.688
H -0.009 2.284 -2.340
H -0.603 -0.060 -2.652
*
```

---

(9)
DFT (ωB97M-V/def2-TZVPD) results for C3H8N4 as an isolated structure.

Summary:
Calculated total energy, a.u.: -337.9503

ORCA input file:
```
! wB97M-V def2-TZVPD RIJCOSX def2/J DEFGRID3
* xyz 0 1
C -2.779 -0.834 -0.085
C -1.384 1.059 0.050
C 0.921 0.377 -0.017
H -3.297 -1.219 0.767
H -1.675 -1.202 -0.221
H -3.414 -1.125 -0.977
H -1.039 2.099 -0.128
H 1.192 1.401 -0.342
H 1.816 -1.369 0.829
H 3.757 -0.370 -0.838
H 3.628 0.748 0.939
N -2.592 0.692 0.037
N -0.296 0.030 0.061
N 1.954 -0.387 0.120
N 3.208 0.101 -0.196
*
```

---

(10)
DFT (ωB97M-V/def2-TZVPD) results for a 2-piece molecular cluster, C3H8N4 overall.

Summary:
Calculated total energy, a.u.: -337.8774

ORCA input file:
```
! wB97M-V def2-TZVPD RIJCOSX def2/J DEFGRID3
* xyz 0 1
C 0.242 -1.182 -0.058
C 2.359 0.431 -0.248
C -1.516 -0.207 1.607
N -0.800 -0.619 -0.856
N 0.012 0.360 -1.474
N 1.067 -0.198 -0.582
N -2.664 -0.380 1.129
H 2.205 1.470 -0.631
H 2.415 0.544 0.865
H 3.337 0.058 -0.560
H -0.991 0.721 1.386
H -1.098 -0.895 2.235
H -1.644 -0.604 -1.039
H 0.118 0.120 -2.401
H -3.043 0.381 0.627
*
```